7
Properties=species:S:1:pos:R:3:forces:R:3 method="wB97M-V/def2-TZVPD" gap_ev=9.03 total_energy_ev=-24244.8522 total_charge=0 homo_energy_ev=-8.657 smiles="S=CNS"
S 2.447343 0.115600 0.141983 0.0334 -0.0438 -0.0470
C 0.914825 0.338637 -0.362308 0.5675 1.2480 -2.9335
N -0.156191 -0.146045 0.222310 0.8858 -3.3578 3.9833
S -1.705355 0.476746 0.193317 -1.2508 -1.2738 -0.2516
H 0.660451 0.860241 -1.372225 0.4430 -0.5041 1.8530
H 0.116311 -0.843111 1.083512 -0.8832 2.5014 -2.4875
H -2.277381 -0.802066 0.093408 0.2045 1.4302 -0.1166